Record 1
42
Properties=species:S:1:pos:R:3:forces:R:3:lowdin_charge:R:1 method="wB97M-V/def2-TZVPD" lumo_ha=-0.03965 multiplicity=1 e_above_lowest_kj_mol=176.28 smiles="c1ccc([C@H]2CCCN2)cc1.N#CC(C#N)=Cc1ccccc1"
C 2.816724 -3.496213 -0.281213 -0.049 0.210 -0.040 -0.092
C 3.463107 -2.275722 -0.057198 -0.060 -0.105 -0.137 -0.088
C 2.882753 -1.089266 -0.503499 -0.291 -0.120 -0.168 -0.073
C 1.620954 -1.112644 -1.095555 0.089 0.041 -0.175 -0.209
C 0.937319 0.169543 -1.529330 0.662 0.462 0.096 -0.322
C 1.029792 0.472306 -3.054472 -0.100 -0.242 0.343 -0.106
C -0.358137 1.011032 -3.450594 -0.059 -0.022 0.017 -0.153
C -1.270478 0.810394 -2.223095 -0.386 0.293 -0.009 -0.203
N -0.460385 0.107709 -1.265526 -0.695 -0.666 -0.463 -0.035
C 0.962798 -2.325155 -1.308384 0.262 -0.356 0.146 -0.046
C 1.573692 -3.524012 -0.926977 -0.003 0.351 0.021 -0.083
H 3.280781 -4.424478 0.050544 -0.116 0.212 -0.070 0.099
H 4.412266 -2.231321 0.477162 -0.212 -0.113 -0.188 0.102
H 3.376450 -0.123821 -0.377152 -0.044 -0.388 0.052 0.103
H 1.406441 1.015858 -0.987747 0.153 -0.149 -0.078 0.134
H 1.832639 1.191479 -3.249383 -0.128 -0.251 -0.039 0.112
H 1.232617 -0.455640 -3.602572 0.116 0.221 0.166 0.113
H -0.315709 2.066506 -3.733039 -0.052 -0.198 -0.063 0.103
H -0.746250 0.425433 -4.290705 0.053 0.336 0.047 0.103
H -1.634735 1.769248 -1.816809 0.018 -0.040 -0.239 0.101
H -2.151400 0.214860 -2.504981 0.081 0.177 0.165 0.108
H -0.797574 0.009506 -0.323136 0.045 0.142 -0.339 0.072
H -0.031309 -2.305047 -1.764047 0.375 -0.098 0.151 0.115
H 1.066733 -4.468516 -1.126660 0.180 0.189 0.126 0.099
N 3.454695 0.154240 2.217809 -2.638 0.955 -0.123 0.200
C 2.349095 0.527945 2.103339 3.183 -1.216 0.091 -0.175
C 1.015291 1.001268 2.004017 -1.282 -0.873 -0.461 -0.213
C 0.846686 2.339161 2.467615 -0.431 3.081 0.985 -0.180
N 0.734817 3.445086 2.842088 0.281 -2.647 -0.887 0.191
C -0.043532 0.205742 1.640401 1.241 0.485 1.684 0.014
C -1.424854 0.622765 1.900688 -1.101 0.319 -0.438 -0.233
C -1.914254 1.866365 1.448782 0.008 -0.281 0.144 -0.042
C -3.235675 2.237935 1.703144 0.006 -0.189 0.175 -0.062
C -4.078176 1.391571 2.436099 0.385 -0.169 -0.107 -0.071
C -3.596449 0.155453 2.894262 -0.014 0.198 -0.105 -0.073
C -2.294431 -0.240847 2.601792 0.455 0.231 -0.208 -0.022
H 0.160752 -0.844207 1.402993 0.022 0.367 -0.012 0.145
H -1.250541 2.529536 0.886515 -0.308 -0.228 0.166 0.118
H -3.604623 3.198384 1.337230 0.114 -0.323 0.120 0.110
H -5.110834 1.682512 2.638502 0.352 -0.067 -0.042 0.107
H -4.240890 -0.502368 3.480942 0.182 0.204 -0.235 0.108
H -1.896159 -1.202598 2.938145 -0.295 0.266 -0.066 0.121


Record 2
46
Properties=species:S:1:pos:R:3:forces:R:3:lowdin_charge:R:1 method="wB97M-V/def2-TZVPD" lumo_ha=0.00734 multiplicity=1 e_above_lowest_kj_mol=0.00 smiles="CC[C@@H](Sc1nc2ccccc2c(=O)[nH]1)C(=O)Nc1ccc(C(C)=O)cc1"
C -3.979899 -3.143671 1.572924 0.198 0.030 0.058 -0.115
C -2.607997 -2.602519 1.181736 -0.230 -0.052 0.016 -0.286
C -2.504437 -2.351150 -0.317810 -0.221 0.564 -0.021 -0.445
S -3.782685 -1.167591 -0.888440 -0.302 -0.274 -0.185 1.065
C -2.999540 0.339992 -0.482053 0.386 -0.273 0.390 -0.599
N -1.921150 0.327376 0.213954 -0.463 -0.180 -0.041 0.107
C -1.297517 1.527414 0.453593 -0.048 0.678 -0.091 -0.187
C -0.101762 1.539693 1.177936 -0.017 0.109 -0.004 -0.005
C 0.551164 2.728869 1.409784 -0.012 -0.118 0.023 -0.062
C 0.028789 3.932517 0.940504 -0.067 0.142 -0.065 -0.073
C -1.154115 3.940498 0.236171 -0.058 -0.013 -0.029 -0.007
C -1.827532 2.744483 -0.015064 0.363 -0.152 0.218 -0.071
C -3.079318 2.744218 -0.767296 -0.128 -0.040 -0.020 -0.402
O -3.658828 3.708578 -1.211014 -0.029 0.146 -0.052 0.088
N -3.600807 1.462687 -0.955197 -0.197 0.027 -0.151 0.144
C -1.173450 -1.833271 -0.886019 -0.077 -0.396 -0.080 -0.523
O -1.106374 -1.478372 -2.039694 0.195 -0.009 -0.152 0.057
N -0.120147 -1.894249 -0.028614 0.232 -0.412 0.345 0.141
C 1.162565 -1.378560 -0.206447 0.262 0.090 -0.191 -0.224
C 1.598195 -0.797104 -1.394730 -0.305 -0.029 -0.168 0.009
C 2.874385 -0.279190 -1.485891 0.294 -0.009 0.341 -0.010
C 3.749889 -0.329541 -0.402108 -0.355 -0.201 0.234 -0.163
C 5.129242 0.213601 -0.429060 0.174 0.134 -0.216 -0.411
C 5.623840 0.771109 -1.741323 0.261 0.040 0.193 -0.018
O 5.828058 0.208046 0.561400 0.001 -0.001 -0.022 0.078
C 3.306688 -0.922779 0.782620 0.040 0.071 -0.100 -0.009
C 2.036505 -1.440726 0.881893 -0.018 -0.007 -0.065 -0.027
H -4.182304 -4.080509 1.058515 -0.073 -0.134 -0.028 0.078
H -4.017789 -3.323355 2.644223 -0.055 -0.056 0.079 0.075
H -4.762065 -2.434894 1.314576 -0.066 0.011 0.036 0.048
H -2.415586 -1.669069 1.715159 0.114 -0.074 -0.022 0.107
H -1.859169 -3.346568 1.469773 0.081 0.029 0.023 0.113
H -2.754850 -3.264225 -0.869105 0.057 0.085 -0.006 0.124
H 0.299743 0.607660 1.541097 0.029 -0.100 0.018 0.098
H 1.479413 2.727027 1.961800 0.084 -0.006 0.051 0.108
H 0.552599 4.856443 1.132035 0.031 0.083 0.007 0.103
H -1.586675 4.856270 -0.137413 -0.020 0.089 -0.025 0.120
H -4.450516 1.387138 -1.502527 0.145 0.117 0.040 0.151
H -0.316076 -2.181322 0.919076 -0.106 0.088 -0.184 0.119
H 0.929308 -0.747275 -2.236886 -0.015 -0.007 -0.008 0.103
H 3.178797 0.172093 -2.416709 0.045 0.048 -0.104 0.110
H 5.012434 1.620166 -2.039218 -0.076 0.055 -0.098 0.087
H 6.654653 1.096095 -1.625678 -0.011 -0.005 0.021 0.083
H 5.568777 0.011610 -2.517779 -0.048 -0.027 -0.120 0.087
H 3.987142 -0.962520 1.620057 0.042 -0.004 0.057 0.119
H 1.708403 -1.895143 1.807259 -0.036 -0.054 0.096 0.115


Record 3
46
Properties=species:S:1:pos:R:3:forces:R:3:lowdin_charge:R:1 method="wB97M-V/def2-TZVPD" lumo_ha=0.00979 multiplicity=1 e_above_lowest_kj_mol=239.85 smiles="COc1ccc(NC(=O)NNC(=O)c2ccc3ccccc3c2)c(OC)c1"
C -6.543799 -2.412587 -0.546817 -0.022 -0.143 -0.175 -0.086
O -6.414761 -1.523076 0.535635 0.090 0.222 0.207 -0.078
C -5.425778 -0.590535 0.506895 0.105 0.220 0.146 -0.272
C -5.347703 0.251115 1.614823 -0.158 -0.129 -0.122 -0.009
C -4.362802 1.212849 1.677543 0.056 -0.208 -0.211 -0.009
C -3.440764 1.369905 0.650357 0.033 -0.311 -0.209 -0.185
N -2.454579 2.368993 0.750840 -0.308 0.380 0.008 0.141
C -1.107756 2.255508 0.573541 0.286 -0.359 -0.036 -0.533
O -0.350877 3.204435 0.688768 0.285 0.317 0.023 0.050
N -0.647206 1.016002 0.232977 0.255 -0.513 0.162 0.109
N 0.734299 0.833782 0.199033 -0.172 0.584 0.088 0.104
C 1.236256 -0.407323 0.398508 -0.420 0.387 -0.169 -0.433
O 0.492473 -1.371181 0.516176 -0.011 -0.135 0.084 0.059
C 2.716922 -0.496729 0.423245 0.424 0.128 -0.145 -0.128
C 3.283806 -1.603284 1.091669 0.075 -0.105 0.064 -0.010
C 4.637085 -1.757819 1.157904 -0.221 -0.021 0.022 -0.016
C 5.500886 -0.822052 0.549263 -0.144 0.263 -0.180 -0.165
C 6.904049 -0.951359 0.597595 0.203 0.061 -0.048 -0.034
C 7.711679 -0.032424 -0.012080 0.012 -0.242 0.154 -0.080
C 7.153931 1.057784 -0.699050 -0.180 0.189 -0.119 -0.082
C 5.797952 1.211866 -0.764171 0.168 0.060 -0.050 -0.033
C 4.936140 0.282286 -0.143018 0.208 -0.225 0.175 -0.156
C 3.535158 0.421871 -0.189694 -0.324 -0.227 0.163 0.031
C -3.546263 0.555613 -0.489865 0.057 0.318 0.142 -0.215
O -2.669377 0.811623 -1.497659 -0.437 0.144 0.339 -0.086
C -2.645056 -0.037674 -2.618761 0.008 -0.160 -0.224 -0.069
C -4.525443 -0.430415 -0.541269 -0.115 -0.287 -0.183 0.050
H -7.377532 -3.064994 -0.292526 0.068 0.022 -0.067 0.094
H -6.772381 -1.883984 -1.478144 0.025 -0.017 0.034 0.096
H -5.641234 -3.017420 -0.681076 -0.024 0.035 -0.002 0.098
H -6.060961 0.126834 2.412273 -0.092 -0.014 0.112 0.117
H -4.295548 1.858828 2.539838 0.052 0.046 0.111 0.119
H -2.745213 3.268488 1.105963 0.197 -0.075 -0.109 0.157
H -1.143985 0.152336 0.415424 0.052 0.133 -0.002 0.142
H 1.234226 1.707467 0.318636 -0.020 -0.208 0.073 0.142
H 2.611704 -2.316658 1.544012 -0.029 -0.070 0.033 0.117
H 5.068522 -2.602621 1.675314 0.017 -0.082 0.058 0.114
H 7.329021 -1.792656 1.126323 0.051 -0.072 0.044 0.111
H 8.785874 -0.138175 0.029013 0.072 -0.037 0.023 0.102
H 7.807662 1.773621 -1.175345 0.015 0.071 -0.043 0.102
H 5.363788 2.050024 -1.290351 -0.026 0.087 -0.055 0.112
H 3.123358 1.255399 -0.740442 -0.061 0.079 -0.070 0.120
H -2.426054 -1.071603 -2.334423 -0.021 0.032 -0.001 0.102
H -3.586190 0.000329 -3.177107 0.032 -0.010 0.036 0.096
H -1.840404 0.338194 -3.248204 -0.062 -0.065 0.005 0.098
H -4.593145 -1.060569 -1.411546 -0.002 -0.064 -0.088 0.095